DFT (ωB97M-V/def2-TZVPD) results for 2 unconnected molecules or ions with the total composition C3H10S2.

Last column: natural (NBO) charge in e.
Positions of all 15 atoms, in Å:
H -2.11657 0.05133 -1.00235  0.191
C -2.10542 -0.62969 -1.86291  -0.396
H -2.87471 -1.36515 -1.63330  0.194
H 0.54885 -1.18974 1.37302  0.125
H -0.53280 -2.06427 -1.23241  0.203
H -1.66346 0.88054 -3.30390  0.201
H 0.26473 1.86095 1.57464  0.125
S 1.43204 1.29372 1.23454  -0.121
H 0.04860 -0.53362 -1.92744  0.208
H -2.44448 -0.54079 -3.99778  0.199
H -0.72647 -1.84473 -2.92806  0.202
C -0.73084 -1.29404 -1.98989  -0.608
C -2.44123 0.13295 -3.13286  -0.604
S 1.18185 -0.45202 2.29972  -0.127
H -3.41872 0.63018 -3.12262  0.209

Summary:
SMILES: CCC.SS
Lowest unoccupied orbital energy in eV: 0.34
Charge: 0
HOMO-LUMO gap in eV: 10.078
Relative energy (zero: lowest compared OMol25 entry of this formula, charge and spin) in kcal/mol: 3.9
HOMO energy in eV: -9.7
Spin multiplicity: 1

DFT (ωB97M-V/def2-TZVPD) results for 10 unconnected molecules or ions with the total composition C7H33NO9 in a non-equilibrium geometry.

Last column: natural (NBO) charge in e.
Positions of all 50 atoms, in Å:
H -1.79387 1.00040 -0.90628  0.182
O -3.97460 2.39606 1.31623  -0.953
H -2.49539 0.25419 4.31512  0.513
H 0.86994 1.74784 -1.85052  0.360
H 1.51085 -0.18577 -4.30760  0.486
H -0.83637 -3.09330 4.03078  0.473
H -1.16173 2.89902 0.50842  0.180
O -1.71267 -0.29274 4.57411  -0.994
H 0.52904 2.30630 0.67159  0.236
H 1.78566 -2.65624 -4.00047  0.215
O 3.36367 1.28142 -2.11561  -1.003
O 1.52198 -2.33131 1.98777  -0.985
H -1.77028 -1.61625 -3.05526  0.220
O -3.79153 1.35515 3.83081  -0.986
O 3.60318 1.14651 0.66657  -0.986
H 1.01945 -0.01779 -0.29898  0.218
H -4.64503 0.95469 4.02783  0.480
H -1.30251 -1.70174 3.63830  0.513
H 2.66138 1.08138 -2.79702  0.506
H -1.58499 -2.70344 -1.66916  0.227
H -0.71122 1.47099 1.46576  0.227
H 2.32705 -0.88675 2.65257  0.489
N -0.13874 1.82085 -1.91493  -0.863
H 0.56966 -3.54229 -3.11216  0.230
H 0.66744 -2.46756 2.46889  0.511
C 0.84994 -2.55011 -3.47539  -0.674
O -0.92772 -2.54318 3.24562  -0.991
H 3.34539 1.24594 -0.28268  0.513
O 1.51201 0.74028 -4.02226  -0.970
C -1.51649 -1.67339 -2.00357  -0.662
H 1.31218 -2.16449 1.06348  0.469
H -0.42237 -0.68435 0.39209  0.227
C -0.02617 -0.20457 -0.52109  -0.445
C 0.90549 -1.54170 -2.37615  -0.211
H 0.07906 -2.29730 -4.21466  0.211
H 4.52378 0.88132 0.69701  0.477
H 2.90912 0.44619 2.12560  0.485
H 1.88862 -1.17739 -2.09666  0.204
H -3.07487 2.47504 0.95253  0.493
H -3.81561 1.67313 2.90043  0.507
C -0.52100 2.01135 0.53030  -0.639
H -4.38784 3.26172 1.32748  0.490
C -0.71141 1.16175 -0.71463  -0.045
H 0.65247 0.93143 -3.61447  0.514
H -0.38987 2.80242 -1.94261  0.368
H -0.94798 0.28916 4.62069  0.487
C -0.16144 -1.12920 -1.68371  0.027
O 2.54467 0.02168 2.94229  -1.022
H -2.28865 -1.14952 -1.42301  0.213
H 4.15828 0.95413 -2.55337  0.478

Summary:
SMILES: C/C=C(\C)C[C@@H](C)N.O.O.O.O.O.O.O.O.O
Lowest unoccupied orbital energy in eV: 0.20
Charge: 0
HOMO-LUMO gap in eV: 9.328
Relative energy (zero: lowest compared OMol25 entry of this formula, charge and spin) in kcal/mol: 11.7
HOMO energy in eV: -9.1
Spin multiplicity: 1